Molecular formula: C74H66F9N4O6
Method: DFT, ωB97M-V/def2-TZVPD

```
159
Properties=species:S:1:pos:R:3:lowdin_charge:R:1
C 2.969 2.459 3.897 -0.0682
C 1.580 1.806 3.949 -0.2025
C 0.989 1.704 2.549 -0.2433
C 1.752 0.654 1.698 -0.0238
C 1.004 -0.622 1.268 -0.2643
C 1.640 -1.042 -0.103 -0.0467
C 1.222 -2.359 -0.722 -0.1520
C -0.114 -2.631 -1.047 -0.0519
C -0.524 -3.824 -1.628 -0.0733
C 0.415 -4.812 -1.900 -0.0692
C 1.746 -4.563 -1.591 -0.0404
C 2.175 -3.357 -1.019 -0.2003
C 3.659 -3.256 -0.766 -0.0377
C 1.083 -1.716 2.333 -0.3455
F 0.434 -2.823 1.938 0.1643
F 0.391 -1.259 3.422 0.1120
C 2.490 -2.105 2.876 -0.3409
F 2.810 -1.251 3.869 0.1543
F 3.431 -2.015 1.937 0.1686
C 2.544 -3.528 3.487 -0.3641
F 1.478 -3.721 4.273 0.1717
F 2.528 -4.427 2.507 0.1824
C 3.803 -3.759 4.381 -0.5842
F 3.614 -3.250 5.579 0.2024
F 4.890 -3.249 3.847 0.2096
F 3.965 -5.072 4.507 0.1949
N -0.441 -0.378 1.026 0.1750
C -0.908 0.871 1.412 -0.2739
N -1.790 1.459 0.678 0.1809
C -2.357 0.953 -0.581 -0.1137
C -1.314 0.925 -1.674 -0.1671
C -0.588 2.273 -1.898 -0.1194
C 0.862 2.019 -2.241 -0.2460
C 1.189 1.116 -3.265 -0.0445
C 2.512 0.803 -3.565 -0.0606
C 3.543 1.399 -2.837 -0.0700
C 3.227 2.324 -1.840 -0.0725
C 1.899 2.637 -1.543 -0.0612
N -0.478 1.546 2.536 0.0038
C -1.142 1.199 3.808 -0.1544
C -2.502 0.520 3.637 -0.1777
C -3.239 0.420 4.968 -0.1854
C -2.370 0.003 6.154 -0.1936
C -1.569 -1.283 5.947 -0.2591
N -0.148 -1.044 6.301 -0.0020
H 3.483 2.275 2.957 0.0719
H 2.845 3.536 3.978 0.0795
H 3.591 2.119 4.715 0.0802
H 1.603 0.846 4.458 0.0954
H 0.961 2.457 4.563 0.1133
H 1.201 2.674 2.096 0.1431
H 2.062 1.137 0.774 0.1096
H 2.675 0.393 2.198 0.1171
H 1.342 -0.234 -0.771 0.1025
H 2.712 -0.952 -0.022 0.1025
H -0.872 -1.899 -0.830 0.0814
H -1.564 -3.985 -1.867 0.1018
H 0.147 -5.758 -2.343 0.1042
H 2.469 -5.335 -1.811 0.1149
H 4.008 -2.278 -0.466 0.0572
H 3.926 -3.951 0.029 0.0828
H 4.226 -3.555 -1.641 0.0870
H -1.043 -1.059 1.490 0.1575
H -2.114 2.353 1.019 0.1800
H -3.161 1.625 -0.863 0.1338
H -2.806 -0.023 -0.420 0.1283
H -1.794 0.630 -2.603 0.1148
H -0.569 0.168 -1.463 0.0695
H -0.641 2.927 -1.032 0.1035
H -1.041 2.761 -2.759 0.1231
H 0.397 0.646 -3.833 0.1120
H 2.731 0.090 -4.343 0.1044
H 4.570 1.152 -3.052 0.0857
H 4.038 2.794 -1.301 0.1018
H 1.683 3.358 -0.764 0.1063
H -1.321 2.120 4.363 0.1335
H -0.547 0.554 4.449 0.0786
H -2.305 -0.495 3.284 0.1021
H -3.142 1.049 2.936 0.1083
H -3.685 1.385 5.211 0.1172
H -4.075 -0.269 4.905 0.1053
H -2.966 -0.099 7.057 0.1083
H -1.653 0.798 6.359 0.1019
H -1.578 -1.627 4.915 0.0888
H -1.959 -2.097 6.556 0.1084
H -0.108 -0.577 7.201 0.0712
H 0.323 -1.929 6.454 0.0668
C 8.772 5.166 -1.287 -0.0572
C 9.920 5.751 -1.812 -0.0515
C 10.350 5.418 -3.085 0.0032
C 9.639 4.492 -3.837 -0.0795
C 8.496 3.891 -3.304 -0.0824
C 8.063 4.239 -2.030 -0.0064
C 7.740 2.867 -4.076 -0.2687
O 6.741 2.350 -3.615 0.0831
C 8.244 2.490 -5.425 -0.0830
C 7.584 1.501 -6.144 -0.0048
C 8.033 1.147 -7.405 -0.0556
C 9.139 1.784 -7.957 -0.0509
C 9.803 2.767 -7.244 0.0031
C 9.363 3.119 -5.974 -0.0802
C 10.109 4.160 -5.212 -0.2756
O 11.070 4.718 -5.693 0.1154
H 8.435 5.434 -0.294 0.1066
H 10.479 6.468 -1.225 0.1097
H 11.238 5.872 -3.501 0.1230
H 7.172 3.777 -1.627 0.1122
H 6.723 1.012 -5.711 0.1159
H 7.521 0.373 -7.961 0.1076
H 9.485 1.509 -8.945 0.1099
H 10.666 3.264 -7.665 0.1229
C -6.075 -2.516 9.343 -0.0560
C -6.772 -3.534 9.985 -0.0500
C -7.333 -4.564 9.248 0.0042
C -7.206 -4.576 7.865 -0.0795
C -6.521 -3.545 7.219 -0.0839
C -5.950 -2.521 7.964 -0.0074
C -6.404 -3.516 5.735 -0.2752
O -5.798 -2.623 5.175 0.0833
C -7.053 -4.607 4.958 -0.0846
C -7.003 -4.576 3.569 -0.0070
C -7.591 -5.589 2.832 -0.0568
C -8.227 -6.644 3.478 -0.0507
C -8.284 -6.679 4.861 0.0036
C -7.705 -5.659 5.605 -0.0798
C -7.802 -5.702 7.092 -0.2754
O -8.353 -6.623 7.655 0.1165
H -5.633 -1.715 9.922 0.1073
H -6.878 -3.523 11.061 0.1104
H -7.872 -5.361 9.741 0.1234
H -5.413 -1.730 7.459 0.1085
H -6.504 -3.755 3.073 0.1156
H -7.555 -5.560 1.751 0.1071
H -8.681 -7.438 2.901 0.1101
H -8.780 -7.494 5.370 0.1233
C -7.637 3.681 -5.878 -0.0494
C -7.216 2.918 -4.794 -0.0568
C -5.959 2.338 -4.799 -0.0091
C -5.118 2.512 -5.893 -0.0852
C -5.550 3.263 -6.988 -0.0790
C -6.806 3.853 -6.972 0.0049
C -4.685 3.431 -8.191 -0.2751
O -5.056 4.090 -9.138 0.1180
C -3.354 2.760 -8.196 -0.0795
C -2.550 2.861 -9.323 0.0049
C -1.305 2.255 -9.341 -0.0483
C -0.854 1.552 -8.229 -0.0538
C -1.653 1.445 -7.103 -0.0061
C -2.908 2.042 -7.084 -0.0845
C -3.764 1.895 -5.875 -0.2743
O -3.365 1.286 -4.900 0.0761
H -8.617 4.139 -5.869 0.1108
H -7.872 2.776 -3.946 0.1075
H -5.625 1.746 -3.959 0.1131
H -7.129 4.441 -7.820 0.1238
H -2.905 3.412 -10.183 0.1238
H -0.682 2.331 -10.222 0.1108
H 0.122 1.085 -8.243 0.1081
H -1.310 0.896 -6.238 0.1095
```

Computed properties:
DFT total energy: -120508.8230 eV
Total charge: +1
HOMO level: -11.0 eV
Maximum force: 1.227 eV/Å
Lowest unoccupied orbital energy: -2.87 eV
Orbital gap: 8.099 eV